Record 1
Below is a molecular structure, C35H37F5OP2PtTe, with properties calculated with ωB97M-V with the def2-TZVPD basis set.

Cartesian coordinates (Å):
Pt 0.5864 -0.3525 -3.7043
C -2.2820 -0.1108 -0.3295
C -2.4258 -0.2701 -1.6217
C -2.9313 0.6405 -2.6401
C -2.0142 1.6736 -3.3767
C -0.8252 2.1814 -2.6287
C -0.7792 2.4533 -1.3184
C -1.8360 2.4743 -0.2803
C -2.2137 1.1709 0.4463
C 2.2326 -0.5771 -2.4674
H -2.0343 -1.0491 0.1552
H -2.2534 -1.2442 -2.1050
H -3.6364 1.2749 -2.1076
H -3.5240 0.0667 -3.4217
H -1.6911 1.2076 -4.3280
H -2.5820 2.5735 -3.7488
H 0.0147 2.5249 -3.2733
H 0.2207 2.6254 -0.9886
H -2.7386 2.9652 -0.6512
H -1.4055 3.0953 0.5227
H -1.4476 0.9545 1.2250
H -3.2267 1.3359 0.9565
H 1.9589 -1.4372 -1.7922
H 2.2662 0.4433 -1.9325
H 2.8038 -0.7699 -3.3628
P -0.2422 -1.5713 -8.5337
P 1.2574 0.5810 -8.5434
C -1.2090 -0.0872 -9.0996
C -0.3597 0.9792 -9.2004
C -0.6115 -2.9688 -9.7096
C -1.7633 -2.9464 -10.5181
C -2.0455 -3.9722 -11.4285
C -1.1612 -5.0481 -11.5790
C -0.0284 -5.0843 -10.7471
C 0.2357 -4.0703 -9.8506
C -1.0022 -2.0650 -6.9912
C -0.4753 -1.5277 -5.7957
C -1.0019 -1.9091 -4.5928
C -2.1219 -2.7456 -4.5305
C -2.6374 -3.2923 -5.7031
C -2.0458 -3.0084 -6.9366
C 2.2338 0.9960 -10.1269
C 2.0985 0.0937 -11.1804
C 2.7036 0.3022 -12.4088
C 3.5144 1.4174 -12.6139
C 3.6717 2.3485 -11.5791
C 3.0746 2.1039 -10.3291
C 1.7921 1.9911 -7.5032
C 3.0478 1.9939 -6.8742
C 3.4261 3.0848 -6.0992
C 2.5376 4.1587 -5.9333
C 1.2986 4.1623 -6.5850
C 0.9027 3.0726 -7.3581
H -2.3023 -0.1226 -9.2061
H -0.6265 1.9230 -9.6783
H -2.4752 -2.1258 -10.4213
H -2.9775 -3.9470 -12.0140
H -1.3509 -5.8022 -12.3585
H 0.6027 -5.9630 -10.8415
H 1.1013 -4.1572 -9.2212
H 0.3528 -0.8062 -5.7834
H -0.4875 -1.7445 -3.5467
H -2.5663 -2.9515 -3.5603
H -3.4931 -3.9733 -5.6813
H -2.3797 -3.4889 -7.8513
H 1.4956 -0.7812 -11.0086
H 2.5523 -0.4199 -13.2100
H 4.0218 1.5551 -13.5750
H 4.2659 3.2476 -11.7605
H 3.2917 2.8097 -9.5288
H 3.7088 1.1408 -6.9718
H 4.3923 3.1174 -5.6299
H 2.8119 5.0132 -5.3294
H 0.6139 5.0168 -6.5122
H -0.0941 3.0163 -7.8286
F 0.4452 -2.0465 0.8013
Te 1.2263 -0.4432 1.5110
F 1.5774 -1.3807 3.0904
F 2.9314 -1.1226 0.9144
F -0.5232 -0.2362 2.3490
F 1.8415 1.0924 2.4724
O 0.9523 0.5577 0.0455

Properties
multiplicity = 5
highest occupied orbital energy (spin up / spin down) = -13.4 / -14.1 eV
ΔE to the lowest compared entry with this formula, charge and spin = 0.0 kJ/mol
frontier orbital gap (spin up / spin down) = 7.30 / 4.44 eV
energy = -81621.2187 eV
total charge = +2

=====

Record 2
Below is a molecular structure, C35H37N8O2Yb, with properties calculated with ωB97M-V with the def2-TZVPD basis set.

Cartesian coordinates (Å):
Yb -1.9966 -0.1578 0.0573
O -1.5986 0.1610 5.9951
C -0.3097 0.0819 5.5366
C 0.6934 0.2744 6.4759
C 1.9888 0.1787 6.0850
C 2.3031 -0.0545 4.7472
C 1.3610 -0.2395 3.7658
C -0.0155 -0.1751 4.1398
C -0.9826 -0.1093 3.0768
O -0.6150 -0.4724 1.9020
N -2.1707 0.3733 3.4321
N -2.8779 0.4923 2.2986
C -4.1027 0.8918 2.2331
C -4.8463 0.9839 1.0014
C -6.0935 1.5791 1.2808
C -6.9913 1.7139 0.2595
C -6.5768 1.3202 -1.0293
C -5.2725 0.9116 -1.2626
N -4.3679 0.7793 -0.2719
H -2.1297 0.2128 5.1738
H 0.3857 0.3966 7.4997
H 2.8044 0.2168 6.8198
H 3.3707 -0.1655 4.5758
H 1.5742 -0.3893 2.6936
H -4.7136 1.1467 3.1479
H -6.3387 1.9850 2.2648
H -7.9762 2.1299 0.4234
H -7.3901 1.4266 -1.7627
H -4.8756 0.7894 -2.2431
C 2.7903 -2.5839 -1.6628
C 3.9029 -1.8028 -2.3014
C 3.4348 -1.2192 -3.6527
C 4.3778 -0.7190 -1.2780
C 4.4451 0.6466 -1.5702
C 4.6441 1.5668 -0.5466
C 5.0790 1.1408 0.6845
C 5.3342 2.1383 1.8085
C 5.1202 -0.2489 0.9471
C 4.7908 -1.1659 -0.0388
H 2.4318 -3.4243 -2.3383
H 1.9099 -1.8530 -1.4210
H 3.0381 -2.9914 -0.6858
H 4.7606 -2.4844 -2.4794
H 2.4719 -0.7589 -3.5295
H 3.2569 -2.0559 -4.3628
H 4.0721 -0.5302 -4.2366
H 4.2829 1.0258 -2.6026
H 4.3868 2.6510 -0.6474
H 4.4411 2.2435 2.4320
H 5.5321 3.1088 1.3521
H 6.1714 1.8380 2.4642
H 5.3279 -0.6161 1.9372
H 4.8569 -2.2733 0.1470
N -2.5778 -4.4282 -1.2824
C -3.0155 -4.7465 -0.0404
C -3.0505 -3.5660 0.6978
N -2.5118 -2.5664 -0.0220
C -2.2610 -3.0777 -1.2616
C -1.6259 -2.3710 -2.3346
N -1.5488 -1.0432 -2.3898
C -1.0243 -0.7563 -3.6250
C -0.6529 -1.8971 -4.2892
N -1.1268 -2.9589 -3.4777
H -2.4101 -5.0284 -2.0840
H -3.2008 -5.7922 0.2175
H -3.4185 -3.4082 1.6795
H -0.9724 0.2825 -3.8975
H -0.2080 -2.0753 -5.2886
H -0.9859 -3.9319 -3.6903
N 0.1460 1.0313 -0.3436
C -0.0599 2.1084 -1.2640
C 0.9355 2.5305 -2.1457
C 0.6742 3.6106 -2.9731
C -0.5765 4.2469 -2.9831
C -1.6030 3.7758 -2.2361
C -1.3455 2.6638 -1.3833
H 0.4917 1.3631 0.5834
H 0.8601 0.4064 -0.6753
H 1.9650 2.1014 -2.0943
H 1.4135 4.0217 -3.6758
H -0.6268 5.1315 -3.5773
H -2.6339 4.2010 -2.1697
H -2.1487 2.2582 -0.7085

Properties
multiplicity = 2
highest occupied orbital energy (spin up / spin down) = -12.4 / -12.4 eV
ΔE to the lowest compared entry with this formula, charge and spin = 0.0 kJ/mol
frontier orbital gap (spin up / spin down) = 6.13 / 5.33 eV
energy = -84429.8288 eV
total charge = +2

=====

Record 3
Below is a molecular structure, C35H38Cl2N8O4RuSe, with properties calculated with ωB97M-V with the def2-TZVPD basis set.

Cartesian coordinates (Å):
Ru 0.3995 0.4185 2.1596
Cl -0.0343 -5.9768 5.1900
C 0.5912 -4.4972 4.5899
C -0.2421 -3.4114 4.4218
C 0.2513 -2.1998 3.9100
N -0.4730 -1.0857 3.6697
C -1.7811 -0.8955 3.9768
O -2.5497 -1.6916 4.4950
C -2.2601 0.4684 3.5384
C -3.6218 0.7068 3.3855
C -4.0474 1.9516 2.9499
C -3.0947 2.9454 2.7672
C -1.7610 2.6387 2.9838
N -1.3428 1.4195 3.3145
C 1.6556 -2.1073 3.5656
C 2.4839 -3.2232 3.7820
C 1.9669 -4.4009 4.2700
Cl 2.9842 -5.7629 4.4866
N 2.0425 -0.9266 3.0566
C 3.3076 -0.5736 2.7179
O 4.3137 -1.2606 2.7535
C 3.3567 0.8617 2.2582
C 4.4790 1.3376 1.5895
C 4.4971 2.6572 1.1652
C 3.4258 3.4760 1.4952
C 2.3587 2.9308 2.1907
N 2.3065 1.6465 2.5297
H -1.2851 -3.4884 4.6884
H -4.3118 -0.0909 3.6106
H -5.0939 2.1449 2.7660
H -3.3732 3.9408 2.4628
H -0.9955 3.3994 2.8750
H 3.5368 -3.1380 3.5628
H 5.3026 0.6621 1.4177
H 5.3324 3.0416 0.5991
H 3.4132 4.5197 1.2246
H 1.5082 3.5432 2.4737
C 2.9309 -3.0498 -0.5904
O 1.5388 -3.2209 -0.3129
C 0.8773 -2.1703 0.1477
O 1.3562 -1.0665 0.3375
N -0.4428 -2.4460 0.2976
N -1.2752 -1.4951 0.9184
H 3.1481 -3.6678 -1.4566
H 3.5148 -3.3891 0.2636
H 3.1482 -2.0024 -0.7944
H -0.7446 -3.4109 0.2175
H -1.6306 -1.8589 1.8076
H -2.0742 -1.3081 0.3110
C 2.4871 1.4665 -4.9666
C 1.7333 2.3531 -3.9821
C 2.1591 2.1551 -2.5292
C 1.8906 0.7590 -1.9661
N 0.4944 0.3950 -1.9771
C -0.4676 0.9712 -1.2294
Se -0.1791 2.1320 0.1736
N -1.6690 0.4417 -1.5557
C -2.9445 0.8520 -1.0188
C -3.3965 2.2401 -1.4798
C -3.6866 2.3538 -2.9759
C -4.8461 1.4761 -3.4351
C -1.4562 -0.5955 -2.4363
C -2.3103 -1.5552 -2.9593
C -1.7463 -2.5504 -3.7343
C -0.3777 -2.5858 -3.9932
C 0.4794 -1.6258 -3.4906
C -0.0741 -0.6275 -2.7013
H 2.2661 1.7728 -5.9853
H 2.1967 0.4242 -4.8667
H 3.5616 1.5463 -4.8163
H 0.6584 2.1825 -4.0782
H 1.9221 3.3966 -4.2378
H 1.6533 2.8929 -1.9046
H 3.2308 2.3314 -2.4421
H 2.2463 0.7152 -0.9306
H 2.4234 0.0129 -2.5527
H -2.8760 0.8571 0.0754
H -3.6825 0.1143 -1.3282
H -2.6362 2.9705 -1.1951
H -4.3064 2.4773 -0.9259
H -2.7920 2.1133 -3.5535
H -3.9331 3.3968 -3.1821
H -4.5735 0.4246 -3.4611
H -5.1494 1.7566 -4.4391
H -5.7038 1.5964 -2.7781
H -3.3693 -1.5477 -2.7561
H -2.3791 -3.3222 -4.1435
H 0.0208 -3.3839 -4.5994
H 1.5387 -1.6773 -3.6819

Properties
multiplicity = 6
highest occupied orbital energy (spin up / spin down) = -10.0 / -10.8 eV
ΔE to the lowest compared entry with this formula, charge and spin = 0.0 kJ/mol
frontier orbital gap (spin up / spin down) = 7.39 / 5.95 eV
energy = -149991.5098 eV
total charge = +1

=====

Record 4
Below is a molecular structure, C35H38FN2OPPdSi, with properties calculated with ωB97M-V with the def2-TZVPD basis set.

Cartesian coordinates (Å):
Pd -0.1155 0.7593 -0.4932
C -3.6520 -4.7301 -2.5413
C -3.6019 -4.6689 -1.1535
C -2.9964 -3.5940 -0.5176
C -2.4509 -2.5569 -1.2705
C -2.5051 -2.6246 -2.6624
C -3.1001 -3.7063 -3.2968
P -1.7480 -1.0381 -0.5256
C -1.3104 -1.6666 1.1458
C -1.7634 -1.0515 2.3060
C -1.4126 -1.5581 3.5519
C -0.6140 -2.6879 3.6495
C -0.1549 -3.3085 2.4935
C -0.4947 -2.7954 1.2512
C -3.2324 -0.0185 -0.2159
C -4.4703 -0.5038 0.1080
C -5.5526 0.3783 0.3138
C -5.3801 1.7259 0.1650
C -4.1172 2.2633 -0.1810
C -3.9103 3.6555 -0.3444
C -2.6728 4.1339 -0.6611
C -1.5744 3.2527 -0.8160
C -1.7371 1.9068 -0.6656
C -3.0213 1.3784 -0.3508
H -4.1221 -5.5741 -3.0307
H -4.0402 -5.4606 -0.5590
H -2.9629 -3.5644 0.5635
H -2.0839 -1.8173 -3.2527
H -3.1323 -3.7474 -4.3778
H -2.4080 -0.1832 2.2382
H -1.7789 -1.0748 4.4502
H -0.3474 -3.0853 4.6215
H 0.4621 -4.1966 2.5619
H -0.1548 -3.2968 0.3531
H -4.6391 -1.5687 0.2138
H -6.5219 -0.0244 0.5801
H -6.2132 2.4059 0.3085
H -4.7505 4.3287 -0.2135
H -2.5173 5.1992 -0.7817
H -0.6005 3.6594 -1.0502
C 1.8081 0.0121 2.2123
Si 1.3418 1.8124 1.9190
C 2.4604 2.8512 3.0154
C -0.3877 2.1718 2.5555
N 1.3450 2.1170 0.2219
C 2.2610 2.6775 -0.6317
C 3.4665 3.2713 -0.1918
C 4.3967 3.8247 -1.0610
C 4.1845 3.8228 -2.4299
C 3.0077 3.2579 -2.9086
C 2.0930 2.7222 -2.0323
F 0.9719 2.1898 -2.5770
H 1.4974 -0.3250 3.2095
H 2.8945 -0.1207 2.1360
H 1.3367 -0.6434 1.4789
H 2.1996 2.6701 4.0648
H 2.3260 3.9199 2.8155
H 3.5212 2.6103 2.8909
H -0.5867 1.6442 3.4977
H -1.1452 1.8809 1.8307
H -0.5017 3.2468 2.7395
H 3.6587 3.2793 0.8711
H 5.3034 4.2622 -0.6558
H 4.9117 4.2451 -3.1116
H 2.7911 3.2222 -3.9706
C 4.3536 -0.0123 -0.9526
N 3.7916 -1.3546 -1.1315
C 4.6597 -2.5251 -1.0896
C 2.4601 -1.4506 -1.2794
C 1.8696 -2.8235 -1.4939
O 1.7601 -0.4362 -1.2658
H 5.4367 -0.0674 -1.0340
H 4.0812 0.4024 0.0180
H 3.9720 0.6667 -1.7132
H 5.6517 -2.2118 -0.7791
H 4.7445 -3.0082 -2.0661
H 4.3034 -3.2642 -0.3716
H 2.3312 -3.3161 -2.3521
H 0.8044 -2.7090 -1.6739
H 2.0240 -3.4573 -0.6176

Properties
highest occupied orbital energy = -6.6 eV
ΔE to the lowest compared entry with this formula, charge and spin = 108.2 kJ/mol
frontier orbital gap = 6.66 eV
energy = -65305.1790 eV
total charge = 0